A gas-phase ion, C4H4BrO3 (charge -1) at a distorted geometry, computed with the ωB97M-V functional and the def2-TZVPD basis.

Geometry as XYZ:
```
12
Properties=species:S:1:pos:R:3:mulliken_charge:R:1
C -0.118 1.795 1.073 -0.783
C 0.495 0.977 0.229 -0.055
Br 1.668 1.674 -1.089 -0.184
C 0.259 -0.484 0.234 1.080
O -0.192 -1.057 1.286 -0.944
O 1.162 -1.193 -0.679 -0.493
C -0.177 -1.049 -1.070 -0.307
O -0.992 -2.142 -0.931 -0.582
H 0.000 2.866 1.081 0.278
H -0.781 1.351 1.799 0.301
H -0.337 -0.497 -1.992 0.339
H -0.986 -2.241 0.059 0.349
```

## Properties
SMILES: C=C(Br)[C@]1([O-])O[C@H]1O
Charge: -1
HOMO energy in eV: -3.61
Gap between HOMO and LUMO in eV: 6.8891
Lowest unoccupied orbital energy in hartree: 0.1204

A molecular structure, C45H70BrN3P3SiV at a distorted geometry, computed with the ωB97M-V functional and the def2-TZVPD basis.

Geometry as XYZ:
```
124
Properties=species:S:1:pos:R:3:mulliken_charge:R:1
V 0.189 0.211 0.697 0.685
C -1.222 -3.379 -3.133 -1.123
C -0.706 -4.076 -1.876 0.481
C -1.355 -5.457 -1.784 -1.844
P -0.844 -2.929 -0.392 1.251
C -0.175 -4.056 0.961 1.961
C -1.107 -5.036 1.672 -1.695
C 1.051 -4.794 0.423 -1.320
C -2.654 -2.686 -0.127 0.238
C -3.545 -3.744 0.064 -1.027
C -4.901 -3.511 0.261 -1.265
C -5.383 -2.213 0.296 -0.996
C -4.506 -1.149 0.125 -0.315
C -3.145 -1.354 -0.106 0.920
Si -1.956 0.111 -0.417 -0.173
C -1.877 0.102 -2.324 -0.287
C -2.988 -0.264 -3.094 -0.142
C -2.939 -0.251 -4.478 -0.867
C -1.754 0.087 -5.122 -1.035
C -0.646 0.454 -4.378 -0.613
C -0.708 0.489 -2.982 -0.085
P 0.654 1.175 -1.965 1.762
C 0.652 2.881 -2.768 -0.258
C 1.941 3.699 -2.680 -1.453
C -0.568 3.672 -2.284 -1.212
C 2.191 0.424 -2.712 0.295
C 3.392 0.785 -1.833 -1.342
C 2.052 -1.097 -2.813 -1.522
C -2.842 1.798 -0.155 0.622
C -4.012 2.150 -0.839 -0.128
C -4.593 3.400 -0.691 -0.817
C -4.016 4.335 0.158 -1.313
C -2.859 4.011 0.849 -0.237
C -2.263 2.758 0.683 0.244
P -0.827 2.190 1.651 0.429
C 0.509 3.494 1.778 1.180
C 1.589 3.199 0.732 -0.884
C 0.109 4.964 1.667 -1.808
C -1.531 2.147 3.389 1.246
C -1.512 3.456 4.177 -1.692
C -2.950 1.569 3.366 -1.730
H -1.075 -4.023 -4.004 0.634
H -0.718 -2.433 -3.317 -0.157
H -2.290 -3.184 -3.039 0.276
H 0.375 -4.211 -1.979 0.548
H -2.440 -5.379 -1.851 0.322
H -1.093 -6.007 -0.879 0.292
H -1.020 -6.052 -2.639 0.482
H 0.172 -3.332 1.703 -1.110
H -1.425 -5.843 1.009 0.194
H -1.993 -4.551 2.073 0.378
H -0.570 -5.497 2.507 0.473
H 1.630 -5.209 1.249 0.311
H 1.703 -4.139 -0.162 0.393
H 0.760 -5.625 -0.222 0.293
H -3.190 -4.764 0.088 0.461
H -5.575 -4.348 0.396 0.440
H -6.438 -2.030 0.461 0.443
H -4.890 -0.135 0.175 0.411
H -3.899 -0.587 -2.598 0.460
H -3.814 -0.525 -5.057 0.423
H -1.695 0.067 -6.204 0.439
H 0.273 0.701 -4.900 0.383
H 0.500 2.654 -3.821 1.090
H 2.236 3.941 -1.658 0.166
H 1.788 4.645 -3.206 0.490
H 2.774 3.191 -3.168 0.473
H -0.510 3.904 -1.217 0.020
H -1.491 3.111 -2.447 0.048
H -0.643 4.615 -2.831 0.658
H 2.335 0.849 -3.708 0.940
H 3.250 0.364 -0.835 -0.242
H 3.524 1.863 -1.725 0.256
H 4.314 0.372 -2.252 0.594
H 1.698 -1.512 -1.863 0.008
H 3.019 -1.551 -3.051 0.620
H 1.344 -1.386 -3.589 0.253
H -4.471 1.435 -1.515 0.322
H -5.499 3.647 -1.234 0.457
H -4.464 5.314 0.283 0.422
H -2.432 4.740 1.524 0.351
H 0.930 3.309 2.770 0.725
H 1.208 3.431 -0.258 -0.681
H 1.904 2.146 0.717 -0.340
H 2.478 3.809 0.911 0.702
H -0.365 5.163 0.704 0.268
H 1.006 5.586 1.730 0.464
H -0.566 5.280 2.460 0.374
H -0.882 1.449 3.920 -0.129
H -2.150 4.214 3.721 0.251
H -0.506 3.860 4.296 0.355
H -1.906 3.263 5.178 0.501
H -3.662 2.312 3.007 0.367
H -3.248 1.273 4.376 0.423
H -3.028 0.695 2.718 0.244
C 5.522 -1.685 1.702 -1.865
C 4.445 -2.623 2.241 1.413
C 4.662 -2.842 3.736 -1.673
C 4.506 -3.969 1.513 -1.395
N 3.126 -1.960 2.123 -0.189
N 2.766 -1.536 0.815 -0.201
H 6.505 -2.047 2.005 0.504
H 5.390 -0.679 2.111 0.361
H 5.514 -1.634 0.610 0.319
H 5.609 -3.357 3.905 0.454
H 3.860 -3.450 4.166 0.360
H 4.687 -1.884 4.260 0.356
H 5.502 -4.406 1.611 0.494
H 4.298 -3.861 0.444 0.300
H 3.785 -4.668 1.941 0.292
H 2.401 -2.595 2.438 0.249
H 2.855 -2.319 0.173 0.024
H 3.473 -0.871 0.535 0.012
Br -1.729 -1.732 2.902 0.227
C -0.175 -0.867 3.502 -0.081
C 0.111 -0.916 4.855 -0.904
C 1.191 -0.200 5.335 -1.096
C 1.956 0.497 4.416 -1.189
C 1.623 0.450 3.083 -0.314
N 0.535 -0.192 2.586 1.145
H -0.538 -1.481 5.510 0.562
H 1.424 -0.183 6.391 0.504
H 2.827 1.058 4.729 0.635
H 2.245 0.970 2.363 0.320
```

## Properties
Expectation value of S²: 0.77
Charge: +1
HOMO energy (spin up / spin down) in eV: -9.53 / -8.79
Gap between HOMO and LUMO (spin up / spin down) in eV: 7.1653 / 6.3348
Lowest unoccupied orbital energy (spin up / spin down) in hartree: -0.0870 / -0.0901
Multiplicity: 2

A molecular structure, C6H10O at a distorted geometry, computed with the ωB97M-V functional and the def2-TZVPD basis.

Geometry as XYZ:
```
17
Properties=species:S:1:pos:R:3:mulliken_charge:R:1
C -1.822 -0.391 0.772 -1.385
C -1.235 0.117 -0.519 0.423
C -0.249 1.194 -0.207 -0.587
C 0.813 0.472 -0.604 -0.170
C 2.196 -0.067 0.774 -0.129
O 1.527 -0.827 1.468 -0.518
C -0.015 -0.719 -1.035 -0.984
H -0.987 -0.573 1.465 0.309
H -2.486 0.364 1.204 0.350
H -2.362 -1.322 0.609 0.354
H -1.967 0.378 -1.297 0.374
H 1.326 1.159 -1.242 0.399
H -0.277 2.225 0.128 0.412
H 2.934 -0.441 0.035 0.275
H 2.408 0.984 1.052 0.259
H 0.120 -1.665 -0.493 0.319
H 0.075 -0.888 -2.108 0.299
```

## Properties
HOMO energy in eV: -8.78
Gap between HOMO and LUMO in eV: 8.7513
Lowest unoccupied orbital energy in hartree: -0.0010